Arrangement one

This record from the Open Molecules 2025 dataset describes an isolated molecule of C4H7NO3. The level of theory is ωB97M-V with the def2-TZVPD basis set.

Positions of all 15 atoms, in Å:
C 0.2556 1.5414 1.9998
C -0.4337 0.0550 0.1679
C 0.7994 -1.2150 -1.4406
C -0.2355 -0.2910 -1.2836
H -0.8896 1.9297 2.1308
H 1.1478 2.2812 2.1012
H 0.6021 0.4643 2.5898
H -1.3849 -0.3812 0.6777
H 1.0368 -1.6152 -2.5654
H 0.1174 0.7397 -1.7264
H -1.7895 -1.6960 -1.4855
N 1.4531 -1.3911 -0.2967
O 0.0170 1.1848 0.4801
O 0.6127 -0.7872 0.7466
O -1.3086 -0.8195 -2.0957

- Kohn-Sham gap (eV) = 9.9
- multiplicity = 1
- SMILES = CO[C@@H]1ON=C[C@H]1O
- E_HOMO (eV) = -9.31
- lowest unoccupied orbital energy (eV) = 0.560
- total charge = 0



Arrangement two

This record from the Open Molecules 2025 dataset describes an isolated molecule of C4H7NO3. The level of theory is ωB97M-V with the def2-TZVPD basis set.

Positions of all 15 atoms, in Å:
C 1.3324 0.2538 -0.1247
C 0.0416 -0.7939 -0.0836
C -0.8019 -0.6544 1.1291
C -1.2379 -0.3932 -0.3833
H 0.2054 1.9493 0.3498
H 1.8192 2.3304 0.1188
H 1.5307 -1.8752 -0.6555
H -0.1661 0.1283 1.7512
H -1.1502 -1.5578 1.7383
H -1.7660 -1.1365 -0.8975
H -2.2621 1.4422 -0.8099
N 1.0519 1.5800 0.1899
O 2.4041 -0.2251 -0.5935
O 0.5200 -1.9452 -0.6370
O -1.5211 0.8972 -1.0923

- Kohn-Sham gap (eV) = 10.5
- multiplicity = 1
- SMILES = NC(=O)[C@@]1(O)C[C@H]1O
- E_HOMO (eV) = -9.80
- lowest unoccupied orbital energy (eV) = 0.676
- total charge = 0



Most stable: arrangement two



Arrangement one

This record from the Open Molecules 2025 dataset describes a structure of composition C40H64GeInN7S2Se. The level of theory is ωB97M-V with the def2-TZVPD basis set.

Positions of all 116 atoms, in Å:
In 0.2439 -0.0090 -0.3649
C 3.3308 -0.6005 -0.7112
C 2.5198 -1.7297 -0.5346
C 1.5252 -1.6996 -1.5961
C 1.8164 -0.4966 -2.3530
C 2.9467 0.1353 -1.8433
C 3.7522 1.2377 -2.5087
C 4.8855 0.5505 -3.2890
C 4.3777 2.2026 -1.5006
C 2.9008 2.0397 -3.4905
C 0.6416 -2.7594 -2.2740
C -0.5192 -2.1020 -3.0390
C 1.5238 -3.4859 -3.3077
C 0.0029 -3.8110 -1.3685
C 2.8510 -2.7804 0.5268
C 3.3656 -4.0750 -0.1212
C 1.6654 -3.0699 1.4500
C 3.9842 -2.2775 1.4338
H 4.1662 -0.3387 -0.0832
H 1.3093 -0.2049 -3.2596
H 5.5631 0.0313 -2.6088
H 5.4632 1.2877 -3.8523
H 4.4838 -0.1844 -3.9895
H 4.9497 1.6717 -0.7376
H 3.6189 2.7992 -0.9989
H 5.0616 2.8788 -2.0204
H 2.5284 1.4175 -4.3072
H 3.4956 2.8433 -3.9302
H 2.0553 2.5001 -2.9839
H -0.1810 -1.3931 -3.7925
H -1.2133 -1.5913 -2.3656
H -1.0866 -2.8788 -3.5571
H 1.9636 -2.7719 -4.0053
H 0.9308 -4.2062 -3.8774
H 2.3385 -4.0223 -2.8207
H -0.6398 -3.3439 -0.6274
H 0.7280 -4.4342 -0.8554
H -0.6137 -4.4727 -1.9831
H 2.6061 -4.6015 -0.6929
H 3.7343 -4.7592 0.6471
H 4.1918 -3.8482 -0.7980
H 0.8195 -3.5047 0.9286
H 1.3307 -2.1429 1.9169
H 1.9620 -3.7607 2.2456
H 4.9055 -2.1086 0.8764
H 4.1886 -3.0310 2.1974
H 3.7123 -1.3477 1.9377
S 1.6604 2.0613 0.9079
C 0.5956 3.0291 -0.0304
N 0.9001 3.8577 -0.9594
N -0.2473 4.5144 -1.5228
C -0.5968 4.1434 -2.8287
C -1.3202 5.0427 -3.6158
C -1.7552 4.6782 -4.8774
C -1.4694 3.4178 -5.3890
C -0.7331 2.5334 -4.6155
C -0.3005 2.8832 -3.3449
N -0.7845 2.6925 0.2279
N -1.2317 1.8004 -0.6113
C -2.5948 1.4042 -0.5074
C -3.3304 1.5085 -1.6822
C -4.6775 1.1818 -1.6804
C -5.2872 0.7356 -0.5160
C -4.5388 0.5917 0.6453
C -3.1932 0.9212 0.6506
H -0.1011 5.5129 -1.4486
H -1.5473 6.0284 -3.2260
H -2.3193 5.3882 -5.4686
H -1.8024 3.1383 -6.3792
H -0.4867 1.5513 -5.0011
H 0.2642 2.1819 -2.7502
H -2.8364 1.8722 -2.5746
H -5.2544 1.2897 -2.5895
H -6.3426 0.4983 -0.5145
H -5.0038 0.2211 1.5501
H -2.5958 0.7922 1.5416
C 1.6042 0.9672 7.8292
Ge 1.1238 1.2417 5.9566
C -0.4492 2.3897 5.8663
C 2.5899 2.0426 4.9610
C 0.7481 -0.5060 5.1340
Se -0.3003 -0.3730 3.4891
C -2.0558 -0.5669 4.3049
H 1.8606 1.9207 8.2914
H 2.4627 0.3028 7.9239
H 0.7690 0.5350 8.3805
H -0.2111 3.3617 6.2992
H -1.2866 1.9686 6.4231
H -0.7483 2.5393 4.8305
H 2.8248 3.0333 5.3501
H 2.3175 2.1452 3.9095
H 3.4851 1.4246 5.0330
H 0.2399 -1.1952 5.8088
H 1.6890 -0.9733 4.8382
H -2.2713 0.2813 4.9507
H -2.0991 -1.4922 4.8765
H -2.7862 -0.6130 3.4999
C -1.3827 3.1774 1.4597
H -1.2206 2.4687 2.2752
H -2.4461 3.3448 1.3049
H -0.8918 4.1162 1.7031
C -6.3414 -2.5997 -1.0484
C -4.9136 -2.5594 -1.5878
C -3.8774 -2.5319 -0.5124
N -2.9320 -1.6678 -0.4388
N -2.0743 -1.8715 0.6163
C -2.4204 -2.8924 1.3414
N -1.6991 -3.3333 2.4028
S -3.8356 -3.7104 0.7747
H -7.0576 -2.6134 -1.8691
H -6.5462 -1.7288 -0.4273
H -6.5148 -3.4911 -0.4437
H -4.7442 -1.6685 -2.1931
H -4.7381 -3.4276 -2.2285
H -1.0113 -2.6835 2.7720
H -2.1158 -3.9850 3.0418

- Kohn-Sham gap (alpha / beta) (eV) = 5.6 / 5.6
- multiplicity = 1
- E_HOMO (alpha / beta) (eV) = -6.19 / -6.19
- lowest unoccupied orbital energy (alpha / beta) (eV) = -0.577 / -0.577
- total charge = 0



Arrangement two

This record from the Open Molecules 2025 dataset describes a structure of composition C40H64GeInN7S2Se. The level of theory is ωB97M-V with the def2-TZVPD basis set.

Positions of all 116 atoms, in Å:
In 0.2656 -0.3438 -0.1543
C 1.7722 1.1507 1.3067
C 1.1311 1.2188 2.6093
C 1.7744 0.2930 3.4312
C 2.9027 -0.2138 2.6989
C 2.9480 0.3304 1.4276
C 4.1648 0.3789 0.5292
C 4.8638 -0.9837 0.4516
C 5.1319 1.4051 1.1484
C 3.8268 0.8331 -0.8922
C 1.3761 -0.2944 4.7885
C -0.0439 -0.8780 4.6749
C 2.2924 -1.4586 5.2001
C 1.4647 0.7158 5.9436
C 0.3447 2.4910 2.9643
C -0.1059 3.2522 1.7008
C 1.3460 3.4118 3.6923
C -0.9107 2.3420 3.8388
H 1.7518 1.9888 0.6235
H 3.7110 -0.7700 3.1564
H 5.2215 -1.2985 1.4340
H 5.7247 -0.9294 -0.2184
H 4.1823 -1.7449 0.0667
H 5.4567 1.0735 2.1350
H 4.6323 2.3687 1.2632
H 6.0122 1.5408 0.5139
H 3.0531 0.1980 -1.3298
H 4.7155 0.7713 -1.5240
H 3.4759 1.8666 -0.9077
H -0.0454 -1.7245 3.9835
H -0.7355 -0.1352 4.2857
H -0.4048 -1.2257 5.6474
H 2.3133 -2.2464 4.4502
H 1.9121 -1.8972 6.1252
H 3.3134 -1.1207 5.3908
H 0.7657 1.5411 5.8405
H 2.4749 1.1263 5.9976
H 1.2486 0.2124 6.8891
H 0.7374 3.6880 1.1623
H -0.7682 4.0710 1.9883
H -0.6549 2.6003 1.0190
H 2.2449 3.5418 3.0864
H 1.6459 2.9985 4.6529
H 0.8998 4.3962 3.8632
H -1.6806 1.7875 3.3055
H -1.3088 3.3351 4.0615
H -0.7087 1.8516 4.7865
S -1.7989 0.3798 1.0232
C -2.8163 -0.9565 0.4420
N -3.5549 -1.6693 1.2371
N -3.4802 -1.4356 2.5229
C -4.1581 -2.1834 3.4748
C -4.0556 -1.8093 4.8145
C -4.7065 -2.5476 5.7865
C -5.4618 -3.6588 5.4385
C -5.5647 -4.0252 4.1033
C -4.9242 -3.2941 3.1192
N -2.9551 -1.2076 -0.8869
N -2.1098 -0.6824 -1.6402
C -2.3555 -0.8169 -3.0155
C -3.6244 -1.1158 -3.5274
C -3.8318 -1.1483 -4.8932
C -2.7843 -0.8916 -5.7700
C -1.5247 -0.5986 -5.2672
C -1.3116 -0.5536 -3.9002
H -2.8189 -0.7242 2.8295
H -3.4677 -0.9391 5.0836
H -4.6209 -2.2557 6.8250
H -5.9666 -4.2313 6.2052
H -6.1435 -4.8973 3.8277
H -4.9906 -3.5582 2.0733
H -4.4289 -1.2997 -2.8301
H -4.8162 -1.3728 -5.2834
H -2.9526 -0.9206 -6.8385
H -0.7049 -0.4010 -5.9465
H -0.3332 -0.3308 -3.4941
C -2.1967 5.0677 -4.2948
Ge -1.1275 4.7957 -2.6578
C 0.6809 5.5291 -2.9671
C -1.9247 5.6486 -1.0733
C -1.0562 2.8343 -2.2733
Se 0.7386 2.1785 -1.8991
C 1.3324 2.0049 -3.7441
H -2.2940 6.1301 -4.5180
H -3.1945 4.6429 -4.1871
H -1.7092 4.5830 -5.1412
H 0.6763 6.6068 -2.8039
H 1.0074 5.3437 -3.9907
H 1.4013 5.0795 -2.2849
H -1.8828 6.7352 -1.1412
H -1.3829 5.3393 -0.1786
H -2.9665 5.3472 -0.9636
H -1.4504 2.2233 -3.0859
H -1.6370 2.6176 -1.3752
H 1.1875 2.9600 -4.2431
H 0.7579 1.2302 -4.2465
H 2.3881 1.7457 -3.7316
C 1.2753 -1.5960 -1.7043
H 2.1414 -2.0931 -1.2685
H 1.5992 -0.9938 -2.5528
H 0.5487 -2.3380 -2.0340
C -1.1514 -5.4073 -2.8232
C -1.7862 -5.2570 -1.4343
C -0.8919 -4.4971 -0.5168
N -1.0741 -3.3000 -0.1214
N -0.0846 -2.7733 0.6553
C 0.9093 -3.6208 0.8338
N 2.0201 -3.3622 1.5055
S 0.6270 -5.1720 0.0716
H -1.7590 -6.0569 -3.4524
H -0.1553 -5.8448 -2.7468
H -1.0652 -4.4347 -3.3083
H -1.9844 -6.2458 -1.0154
H -2.7244 -4.7074 -1.5073
H 2.2249 -2.4060 1.8226
H 2.7677 -4.0319 1.5117

- Kohn-Sham gap (eV) = 6.2
- multiplicity = 1
- E_HOMO (eV) = -6.73
- lowest unoccupied orbital energy (eV) = -0.507
- total charge = 0



Most stable: arrangement two



Arrangement one

This record from the Open Molecules 2025 dataset describes an isolated molecule of C3H2N4O. The level of theory is ωB97M-V with the def2-TZVPD basis set.

Positions of all 10 atoms, in Å:
C 0.0699 0.2075 0.8453
C -0.1897 1.3560 -0.2802
C 0.1761 -1.2344 0.6882
H -0.0482 2.4824 0.1082
H 0.9086 -1.8855 1.3228
N 0.1828 1.2679 -1.5592
N -0.0546 -0.2480 -1.7345
N -1.0721 -0.7111 -1.0249
N -0.4702 -1.8252 -0.2528
O 0.4973 0.5903 1.8871

- Kohn-Sham gap (eV) = 8.4
- multiplicity = 1
- SMILES = O=c1cnnnnc1
- E_HOMO (eV) = -10.07
- lowest unoccupied orbital energy (eV) = -1.700
- total charge = 0



Arrangement two

This record from the Open Molecules 2025 dataset describes an isolated molecule of C3H2N4O. The level of theory is ωB97M-V with the def2-TZVPD basis set.

Positions of all 10 atoms, in Å:
C 1.3835 -0.3420 -0.0444
C -0.2975 1.1198 -0.3668
C -1.1010 0.2815 0.4630
H -0.7259 2.0390 -0.7100
H -1.8283 0.7325 1.1396
N 0.9709 0.7906 -0.6622
N -1.1284 -1.0295 0.4170
N -0.3646 -1.7674 -0.4100
N 0.8124 -1.5229 -0.5846
O 2.2790 -0.3016 0.7583

- Kohn-Sham gap (eV) = 8.6
- multiplicity = 1
- SMILES = O=c1nccnnn1
- E_HOMO (eV) = -10.15
- lowest unoccupied orbital energy (eV) = -1.546
- total charge = 0



Arrangement three

This record from the Open Molecules 2025 dataset describes a cluster of 2 separate species, C3H2N4O in total. The level of theory is ωB97M-V with the def2-TZVPD basis set.

Positions of all 10 atoms, in Å:
C 1.5144 -0.2987 -0.0087
C -0.7051 0.2457 0.2251
C -2.1249 -0.1479 -0.1267
H 3.2302 -0.5627 -0.2944
H 1.9207 1.8260 0.8755
N 2.4707 -1.1830 -0.1791
N 1.1901 1.1850 -0.1936
N -0.1616 1.4395 -0.0510
N -3.2277 -0.5771 -0.1347
O 0.1053 -0.7637 0.3488

- Kohn-Sham gap (eV) = 8.7
- multiplicity = 1
- E_HOMO (eV) = -9.93
- lowest unoccupied orbital energy (eV) = -1.189
- total charge = 0



Arrangement four

This record from the Open Molecules 2025 dataset describes an isolated molecule of C3H2N4O. The level of theory is ωB97M-V with the def2-TZVPD basis set.

Positions of all 10 atoms, in Å:
C -1.1532 -0.4577 -0.0763
C -0.2689 -0.3701 0.8999
C 1.0116 0.0190 0.6011
H -0.3463 -0.5037 2.0035
H 1.5251 0.3131 1.4049
N 1.5945 -0.1376 -0.6037
N 1.1440 0.3336 -1.6638
N -0.0035 1.0943 -1.5577
N -1.2219 0.7935 -1.0531
O -2.2814 -1.0845 0.0451

- Kohn-Sham gap (eV) = 8.3
- multiplicity = 1
- SMILES = O=c1ccnnnn1
- E_HOMO (eV) = -10.08
- lowest unoccupied orbital energy (eV) = -1.815
- total charge = 0



Most stable: arrangement two



Arrangement one

This record from the Open Molecules 2025 dataset describes a cluster of 2 separate species, C9H14O in total. The level of theory is ωB97M-V with the def2-TZVPD basis set.

Positions of all 24 atoms, in Å:
C -0.5329 1.0008 2.6001
C -1.8579 0.4551 3.1924
H 0.3138 0.7264 3.2199
H -0.5917 0.9166 1.5231
H -0.5522 2.0888 2.7877
H -1.8084 0.4574 4.2765
H -2.0524 -0.5041 2.7144
H -2.7082 1.1024 2.9624
C -0.5684 -2.8436 -0.2197
C 1.5510 0.2992 -0.3820
C 1.1346 -0.9952 -0.0008
C 0.8031 1.0689 -1.2821
C 0.0016 -1.5079 -0.6101
C -0.3944 0.6089 -1.8716
C -0.6925 -0.6632 -1.4761
O 1.2901 2.3550 -1.3827
H 2.1905 0.8860 0.2650
H 1.8752 -1.4647 0.6361
H 0.9131 2.7866 -2.1323
H -0.9914 1.1557 -2.5819
H -1.4018 -2.7098 0.4736
H 0.1852 -3.3065 0.4272
H -1.5166 -1.1689 -1.9906
H -0.7686 -3.4962 -1.0631

- Kohn-Sham gap (eV) = 9.2
- multiplicity = 1
- SMILES = Cc1ccc(O)cc1.CC
- E_HOMO (eV) = -8.37
- lowest unoccupied orbital energy (eV) = 0.873
- total charge = 0



Arrangement two

This record from the Open Molecules 2025 dataset describes a cluster of 2 separate species, C9H14O in total. The level of theory is ωB97M-V with the def2-TZVPD basis set.

Positions of all 24 atoms, in Å:
C -0.1515 3.3405 1.1457
C -0.8502 0.1838 -0.7394
C -1.7422 -0.4678 0.1291
C -0.1649 1.2954 -0.3186
C -0.4338 1.8819 0.9272
C -1.8738 -0.0283 1.4219
C -1.3427 1.2337 1.7432
O -2.2796 -1.6081 -0.3768
H -0.7739 -0.2253 -1.7298
H 0.5586 1.6997 -1.0187
H -2.5160 -0.4678 2.1736
H -2.9160 -2.0910 0.1595
H -0.8880 4.0106 0.7025
H 0.8227 3.6023 0.7170
H -1.8181 1.8487 2.4985
H -0.0426 3.6193 2.1945
C 1.6637 -1.9583 -0.6062
C 2.4681 -2.5375 -1.7520
H 1.9002 -2.2745 0.4008
H 1.7599 -0.8727 -0.6683
H 0.5995 -2.1395 -0.7192
H 2.0966 -2.1941 -2.7220
H 2.4127 -3.6266 -1.8060
H 3.5112 -2.2244 -1.7566

- Kohn-Sham gap (eV) = 9.2
- multiplicity = 1
- SMILES = Cc1ccc(O)cc1.CC
- E_HOMO (eV) = -8.38
- lowest unoccupied orbital energy (eV) = 0.827
- total charge = 0



Most stable: arrangement two